1.
The following is a quantum chemistry calculation of a cluster of 2 separate species, C13H20NO9 in total, from the Open Molecules 2025 dataset.

Its LUMO energy is 2.276 eV. The value obtained for the HOMO energy is -4.132 eV. The HOMO-LUMO gap is 6.41 eV. The charge is -1.

Geometry as XYZ:
```
43
Properties=species:S:1:pos:R:3:forces:R:3:mulliken_charge:R:1
C 1.8261 -1.5203 -0.0019 0.3 0.4 -0.2 -0.202
C 2.5737 -0.7669 1.0861 -0.4 -0.4 0.4 -0.548
O 2.5139 0.6472 0.9120 0.2 0.4 -0.1 -0.376
C 3.4989 1.2289 0.0835 0.0 -0.3 -0.1 -0.614
C 2.9414 1.8901 -1.1660 0.2 0.0 0.0 -0.373
O 2.3080 3.1439 -0.9450 0.0 -0.2 0.0 -0.515
C 1.1726 3.0502 -0.1030 -0.3 0.2 0.2 -0.655
C 0.1115 2.1206 -0.6702 0.4 -0.4 0.0 0.215
O -1.1731 2.5092 -0.2017 -0.3 0.3 0.0 -0.431
C -2.2455 2.2289 -1.0643 0.4 -0.1 0.5 -1.005
C -2.5573 0.7580 -1.1667 0.0 0.1 -0.6 0.211
O -1.4512 -0.0382 -1.6140 -0.2 -0.1 -0.3 -0.393
C -1.7257 -1.3170 -1.2367 0.5 -0.4 -0.2 0.524
O -1.2788 -2.2908 -1.7413 -0.2 0.4 0.3 -0.500
O -2.5632 -1.2903 -0.1624 -0.5 -0.2 -0.2 -0.333
C -2.9097 0.0414 0.1103 0.4 -0.1 0.5 0.019
O -4.2824 0.1698 0.5039 -0.1 -0.3 -0.3 -0.433
C -5.1465 -0.2784 -0.3601 -0.2 -0.2 -0.4 0.679
N -5.9126 -0.6768 -1.1297 0.4 0.3 0.5 -0.501
H 0.7550 -1.4125 0.1486 0.0 -0.1 0.0 -0.582
H 2.0682 -1.1066 -0.9834 0.1 0.0 -0.1 0.317
H 2.0901 -2.5743 -0.0008 -0.2 -0.1 0.2 0.546
H 3.6100 -1.1014 1.1758 0.1 0.1 -0.1 0.276
H 2.0870 -0.9660 2.0401 0.1 -0.2 0.0 0.374
H 4.0587 1.9755 0.6544 0.0 0.1 0.1 0.346
H 4.2245 0.4745 -0.2416 0.0 -0.1 0.0 0.457
H 2.2817 1.1954 -1.6933 -0.1 0.0 0.1 0.163
H 3.7793 2.0928 -1.8359 0.0 0.1 0.0 0.426
H 1.4541 2.7158 0.8960 0.0 0.0 0.0 0.302
H 0.7459 4.0485 -0.0039 0.1 0.1 -0.2 0.398
H 0.1663 2.1270 -1.7636 -0.2 0.2 -0.1 0.297
H 0.3192 1.1014 -0.3480 0.0 -0.1 0.0 -0.061
H -2.1011 2.6443 -2.0657 0.2 0.0 -0.1 0.414
H -3.1198 2.7183 -0.6291 -0.1 0.0 0.0 0.417
H -3.3321 0.6306 -1.9332 -0.3 0.0 0.3 0.637
H -2.3386 0.3632 0.9783 -0.2 0.3 0.1 0.475
C -0.8126 -3.2768 1.6588 0.0 -0.1 0.1 -0.061
C 0.2624 -3.8362 2.6239 -0.2 -0.2 0.0 0.250
O 0.0383 -4.9561 3.1297 0.1 0.1 0.0 -0.774
O 1.2564 -3.0868 2.7882 0.1 0.1 0.0 -0.638
H -1.6561 -3.9575 1.5390 0.0 0.0 0.0 0.314
H -1.1779 -2.3232 2.0494 0.0 0.1 0.0 0.044
H -0.3590 -3.0991 0.6833 -0.1 0.0 0.0 -0.107
```
Positions in Å, forces in eV/Å.

2.
The following is a quantum chemistry calculation of a structure of composition C13H21B4F9O11 at a distorted geometry, from the Open Molecules 2025 dataset.

Its LUMO energy is 0.146 eV. The value obtained for the HOMO energy is -11.179 eV. The HOMO-LUMO gap is 11.32 eV.

Geometry as XYZ:
```
58
Properties=species:S:1:pos:R:3:forces:R:3:mulliken_charge:R:1
O 4.0765 -4.2763 -0.0871 -0.6 1.1 -1.0 -0.523
B 3.6811 -3.5648 -1.2098 0.3 1.0 -0.3 0.621
O 3.9158 -2.1676 -1.2641 0.0 -1.7 0.0 -0.524
C 2.9329 -4.2210 -2.4706 -0.6 -0.9 0.4 -0.474
B 1.3514 -4.1470 -2.3393 -0.5 -0.2 -1.3 0.424
O 0.6103 -2.9602 -2.5906 0.8 -0.6 2.2 -0.342
B 0.1337 -2.5595 -1.3155 -0.5 -0.3 -1.0 0.763
O -0.4159 -3.5070 -0.4342 1.6 -0.2 -1.3 -0.528
B -0.0831 -4.8388 -0.7474 -1.0 -0.7 -0.1 0.734
O 0.5637 -5.2590 -1.9164 0.8 1.9 1.4 -0.631
H 3.6626 -5.1319 -0.1316 0.1 -0.8 0.2 0.287
H 3.2135 -1.7626 -0.7640 -0.2 0.8 0.5 0.262
H 3.2219 -3.7541 -3.4167 0.1 0.3 0.3 0.192
H 3.1857 -5.2918 -2.5269 0.0 0.2 -0.1 0.145
H 0.2710 -1.4255 -1.0269 -0.3 0.1 0.1 -0.211
H -0.4147 -5.6730 0.0308 -0.1 0.0 0.0 -0.140
C -0.1779 4.2320 -1.3245 0.2 -0.3 -0.1 -1.243
C -0.7302 4.1186 0.0809 -0.1 0.7 -0.4 0.355
O -0.7839 2.7451 0.5027 -0.1 -0.3 0.2 -0.340
C 0.3563 2.2472 0.9630 -0.6 0.7 -0.3 0.306
O 1.3846 2.8385 1.0487 0.7 -0.1 0.2 -0.519
C 0.1466 0.8058 1.4127 0.0 -0.8 0.2 0.969
F -0.5599 0.1058 0.5263 -0.3 0.1 -0.3 -0.260
F -0.5065 0.7580 2.5704 -0.3 0.3 0.4 -0.272
F 1.2988 0.1733 1.5839 0.5 0.1 0.0 -0.252
H -0.7539 3.6120 -2.0130 -0.1 0.1 0.0 0.344
H -0.2138 5.2661 -1.6662 0.0 0.0 0.0 0.400
H 0.8564 3.8896 -1.3689 0.0 0.1 0.1 0.311
H -1.7551 4.4850 0.1072 -0.1 -0.3 0.1 0.359
H -0.1545 4.7125 0.7873 0.1 -0.2 0.0 -0.146
C 5.2560 5.2694 3.1408 -0.3 -0.2 0.0 -1.106
C 4.7699 6.6871 3.3578 0.7 -0.1 0.1 -0.213
O 3.4347 6.8559 2.8552 -0.3 0.2 -0.1 -0.318
C 2.4639 6.4495 3.6643 0.9 0.2 -0.3 0.268
O 2.6165 5.9722 4.7417 -0.4 -0.3 0.6 -0.503
C 1.1088 6.7252 3.0232 -0.8 0.0 -0.2 1.012
F 1.0842 6.3683 1.7390 0.3 -0.1 -0.4 -0.272
F 0.8044 8.0202 3.0803 0.2 0.5 0.1 -0.267
F 0.1331 6.0700 3.6312 -0.1 -0.4 0.4 -0.260
H 5.1736 4.9942 2.0886 0.1 0.1 0.0 0.297
H 6.2961 5.1712 3.4509 0.0 0.1 0.0 0.378
H 4.6577 4.5574 3.7094 0.0 0.0 0.1 0.319
H 5.3905 7.3855 2.7989 -0.2 0.1 -0.1 0.318
H 4.8197 6.9740 4.4081 -0.2 -0.1 0.0 0.321
C -3.4664 -4.4816 -2.4366 -0.2 0.0 -0.3 -0.812
C -4.2480 -4.7607 -1.1700 0.7 0.0 0.1 -0.226
O -5.6251 -4.3815 -1.3200 -0.3 0.1 0.1 -0.327
C -6.3987 -5.2686 -1.9357 0.8 0.3 0.4 0.336
O -6.0403 -6.3202 -2.3583 -0.2 -0.6 -0.4 -0.501
C -7.8345 -4.7582 -1.9835 -0.6 0.2 -0.2 0.902
F -7.8908 -3.4783 -2.3432 0.2 0.4 -0.1 -0.249
F -8.4128 -4.8648 -0.7882 0.0 -0.1 0.5 -0.254
F -8.5650 -5.4467 -2.8447 0.0 -0.4 -0.3 -0.242
H -3.5755 -3.4372 -2.7323 0.1 0.0 0.1 0.295
H -2.4084 -4.6965 -2.2888 0.0 0.0 0.0 0.044
H -3.8276 -5.0900 -3.2659 0.1 -0.1 0.1 0.371
H -3.8580 -4.1590 -0.3504 -0.2 0.1 0.0 0.291
H -4.1711 -5.8063 -0.8719 -0.2 0.0 -0.1 0.332
```
Positions in Å, forces in eV/Å.

3.
The following is a quantum chemistry calculation of a cluster of 3 separate species, C13H21BF6O11S in total at a distorted geometry, from the Open Molecules 2025 dataset.

Its LUMO energy is 0.205 eV. The value obtained for the HOMO energy is -10.543 eV. The HOMO-LUMO gap is 10.75 eV.

Geometry as XYZ:
```
53
Properties=species:S:1:pos:R:3:forces:R:3:mulliken_charge:R:1
C 1.8737 4.1035 0.1401 0.4 -0.4 -0.6 -1.160
C 1.8626 3.0283 -0.9746 -1.6 0.6 0.9 -0.249
C 2.2176 1.6775 -0.4404 -2.8 1.3 -0.5 0.493
O 3.3172 1.3322 -0.4249 4.7 -1.7 0.1 -0.546
O 1.2645 0.8077 -0.0210 -0.4 0.3 0.4 -0.268
C 0.2614 1.3224 0.8335 -1.2 -0.8 -0.3 0.424
C -0.9735 0.4215 0.7244 0.1 0.2 -0.2 -0.350
O -2.1678 1.0937 0.2423 0.4 0.1 -0.4 -0.266
S -2.1619 1.6109 -1.3029 -1.4 0.9 0.7 0.451
O -1.0501 1.0445 -1.9707 1.3 -0.6 -0.7 -0.416
O -1.7193 3.2247 -1.0536 -0.2 -0.8 0.5 -0.254
B -2.6522 3.8540 -0.1795 0.0 0.1 -0.4 0.596
O -2.4437 4.0128 1.1318 0.7 0.1 0.7 -0.601
O -3.8211 4.3031 -0.6782 -0.2 0.4 -0.7 -0.457
H 2.8835 4.4517 0.2963 0.3 0.2 0.1 0.398
H 1.5270 3.7199 1.0858 -0.3 0.0 0.3 0.322
H 1.2699 4.9343 -0.1934 -0.2 0.3 0.2 0.297
H 2.5417 3.3299 -1.7436 0.6 -0.2 -0.4 0.461
H 0.8676 3.0231 -1.4012 -0.3 -0.2 -0.2 0.145
H -0.0500 2.3239 0.5830 0.2 0.4 -0.2 -0.349
H 0.5733 1.2914 1.8680 0.5 0.1 0.3 0.323
H -1.2334 0.0426 1.6911 -0.4 0.0 0.5 -0.129
H -0.7685 -0.4388 0.1037 0.2 -0.1 -0.3 0.440
H -1.5463 3.7613 1.3741 -0.2 -0.1 0.2 0.328
H -3.6992 4.4106 -1.6303 -0.5 -0.1 0.0 0.299
C -6.4901 -3.5266 3.0443 0.3 -0.2 0.0 -1.109
C -6.0849 -2.0902 3.2972 -0.6 -0.1 -0.1 -0.217
O -4.7243 -2.0037 3.7646 0.2 0.1 0.1 -0.309
C -3.7811 -2.0967 2.8401 -0.6 0.1 0.0 0.319
O -3.9446 -2.2418 1.6660 0.3 0.0 -0.1 -0.503
C -2.4022 -1.9441 3.4966 1.0 -0.1 0.5 1.001
F -2.2854 -2.6926 4.6010 -0.2 0.0 -0.2 -0.253
F -2.1754 -0.6651 3.8569 -0.3 -0.1 -0.1 -0.271
F -1.4136 -2.2983 2.6683 -0.4 0.0 -0.1 -0.247
H -6.3296 -4.1305 3.9379 -0.1 0.0 0.0 0.306
H -7.5419 -3.5801 2.7663 0.0 0.0 0.0 0.372
H -5.8998 -3.9680 2.2423 0.0 0.1 -0.1 0.321
H -6.6958 -1.6616 4.0883 0.2 0.0 0.1 0.319
H -6.2151 -1.4717 2.4102 0.2 0.0 -0.1 0.321
C 3.0550 -1.9586 -2.2971 0.1 -0.3 -0.2 -1.045
C 4.2030 -0.9871 -2.4680 -0.5 0.2 0.2 -0.038
O 5.4592 -1.6856 -2.6100 0.2 0.0 -0.1 -0.341
C 5.7197 -2.1914 -3.8044 -0.4 0.4 0.2 0.306
O 5.0240 -2.1257 -4.7742 0.2 -0.1 -0.2 -0.512
C 7.1025 -2.8611 -3.7883 0.5 -0.3 0.0 0.908
F 7.2554 -3.6462 -2.7090 -0.1 0.2 -0.2 -0.246
F 8.0726 -1.9292 -3.7620 -0.2 -0.1 0.0 -0.252
F 7.2820 -3.6140 -4.8752 -0.1 0.2 0.2 -0.240
H 3.2459 -2.6278 -1.4572 0.0 0.1 0.1 0.301
H 2.1263 -1.4183 -2.1148 0.0 0.1 0.0 0.258
H 2.9250 -2.5788 -3.1840 0.0 0.1 -0.1 0.373
H 4.2966 -0.3702 -1.5798 0.3 -0.1 0.0 0.238
H 4.0433 -0.3215 -3.3157 0.1 -0.1 -0.1 0.306
```
Positions in Å, forces in eV/Å.

4.
The following is a quantum chemistry calculation of a structure of composition C13H21BIN5O3S at a distorted geometry, from the Open Molecules 2025 dataset.

Its LUMO energy is -0.878 eV. The value obtained for the HOMO energy is -8.217 eV. The HOMO-LUMO gap is 7.34 eV.

Geometry as XYZ:
```
45
Properties=species:S:1:pos:R:3:forces:R:3:mulliken_charge:R:1
C 4.8692 0.5839 1.0792 1.3 1.4 -0.4 -0.486
O 4.9906 -0.7429 1.6651 -3.0 -0.1 0.3 -0.507
B 3.7099 -1.3828 1.8489 0.7 -0.7 0.2 0.659
O 3.5997 -2.5268 2.7415 0.9 2.8 -0.6 -0.585
C 2.3846 -0.8482 1.0368 -1.8 1.5 0.3 0.271
C 1.5414 0.2743 1.6749 -0.3 -2.0 -4.0 0.783
C 1.8098 0.9590 3.0940 -0.5 -1.2 -0.4 -1.054
C 1.0679 0.0429 4.2425 0.3 0.7 0.0 -0.433
N 0.0830 -0.8515 3.5763 0.2 0.3 1.1 -0.457
C 0.2750 0.7688 0.8400 1.1 -2.4 -2.3 -0.948
C -0.1492 0.1819 -0.5216 2.0 0.2 3.3 0.266
C -1.4774 0.7666 -1.1968 0.3 0.1 0.5 -0.275
C -2.7179 0.9240 -0.1768 0.1 1.2 -0.1 -0.329
C -3.6557 2.2028 -0.5411 0.7 -0.7 -0.1 -1.020
I -3.8567 -0.9721 -0.2149 0.4 0.8 0.1 -0.023
C 0.7597 -0.9431 -1.1277 0.5 -0.8 -0.4 0.372
N 0.5565 -1.5999 -2.4109 3.3 0.4 4.5 -0.382
S 1.8865 -2.6792 -2.4939 -0.6 1.0 1.3 0.105
N 2.8033 -2.5499 -1.0536 -4.8 4.2 0.0 -0.554
C 2.0504 -1.4981 -0.3625 -0.9 1.0 0.2 0.289
H 5.9388 1.0286 1.0761 -1.7 -0.8 0.1 0.250
H 4.5144 0.5837 -0.0113 0.3 -0.3 1.7 0.241
H 4.2085 1.2947 1.7041 1.0 -1.3 -1.1 0.162
H 4.2574 -2.4055 3.4726 -0.5 -0.4 -1.1 0.299
H 1.3480 2.0113 3.0534 1.0 -1.5 0.1 0.392
H 2.9253 0.9607 3.3572 -1.6 0.4 -0.6 0.187
H 0.5594 0.7485 5.0055 0.7 -1.2 -1.3 0.323
H 1.8910 -0.5094 4.8252 -1.3 0.6 -0.9 0.206
H 0.4032 -1.8244 3.5076 -0.4 0.7 0.1 0.196
H -0.8633 -0.7694 3.9651 0.8 -0.3 -0.1 0.189
H -0.3562 1.6126 1.2926 1.0 -1.4 -0.8 0.260
H -1.8531 0.1170 -2.0667 1.0 1.2 1.1 -0.173
H -1.2121 1.8391 -1.5435 -0.5 -1.8 0.2 0.376
H -2.4179 1.0646 0.9151 -0.2 -0.5 -1.6 0.428
H -4.4829 2.2904 0.2525 1.2 0.0 -1.4 0.354
H -4.0810 2.1335 -1.6095 0.5 0.0 1.8 0.260
H -2.9568 3.1217 -0.5209 -1.2 -1.3 0.1 0.315
C -3.1283 -0.1157 -4.7650 0.4 0.2 0.0 0.696
O -2.1517 0.6145 -4.6902 -0.1 0.0 0.0 -0.633
N -4.3215 0.3066 -5.2529 -0.6 0.5 -0.3 -0.426
N -3.1055 -1.4110 -4.3668 0.3 -0.6 0.3 -0.352
H -5.1354 -0.2768 -5.3227 0.1 0.0 0.0 0.153
H -4.3788 1.2641 -5.5595 0.0 -0.2 0.1 0.223
H -2.2357 -1.7629 -3.9975 -0.1 0.1 0.0 0.226
H -3.8967 -2.0264 -4.4196 0.1 0.1 0.0 0.158
```
Positions in Å, forces in eV/Å.